# 1
{
  "formula": "IPb",
  "method": "ωB97M-V/def2-TZVPD",
  "symbols": ["Pb", "I"],
  "positions_angstrom": [[-1.315859, -0.621941, 0.259778], [1.315859, 0.621941, -0.259778]],
  "forces_ev_per_a": [[-0.3, -0.2, 0.1], [0.3, 0.2, -0.1]],
  "lowdin_charge": [1.35, 0.65],
  "e_lumo_ev": [-12.35, -14.10],
  "spin_multiplicity": 2,
  "de_lowest_ev": 0.0000,
  "total_charge": 2,
  "orbital_gap_ev": [8.76, 6.64]
}

=====

# 2
{
  "formula": "C26H25BeFN5O4",
  "method": "ωB97M-V/def2-TZVPD",
  "symbols": ["Be", "O", "C", "C", "C", "C", "C", "C", "C", "N", "C", "C", "N", "H", "H", "H", "H", "H", "H", "H", "F", "C", "C", "C", "C", "O", "C", "C", "N", "C", "C", "C", "C", "C", "C", "N", "C", "C", "N", "C", "C", "C", "O", "O", "H", "H", "H", "H", "H", "H", "H", "H", "H", "H", "H", "H", "H", "H", "H", "H", "H", "H"],
  "positions_angstrom": [[-0.389054, -0.909216, -0.372090], [-0.023597, 0.523626, -0.825662], [1.004507, 0.819185, -1.582331], [1.149003, 2.133681, -2.060140], [2.212065, 2.484284, -2.859795], [3.181580, 1.548438, -3.232385], [3.058717, 0.256303, -2.776982], [1.996295, -0.118788, -1.948374], [1.859558, -1.480204, -1.475190], [0.780686, -1.951608, -0.874421], [1.009919, -3.272907, -0.572663], [2.250024, -3.609560, -0.999449], [2.777255, -2.466010, -1.565219], [0.395530, 2.856815, -1.781313], [2.286183, 3.504483, -3.212740], [4.000200, 1.836070, -3.875412], [3.794674, -0.478357, -3.083650], [0.262220, -3.871451, -0.085416], [2.796302, -4.532379, -0.960505], [3.692904, -2.365972, -1.965884], [2.882659, -0.503301, 5.640175], [1.556544, -0.582159, 5.384438], [1.140639, -0.714521, 4.087927], [-0.220756, -0.746909, 3.796189], [-0.642497, -0.857152, 2.385487], [0.211270, -0.811042, 1.494751], [-2.062425, -1.009185, 2.190481], [-2.893638, -0.901292, 3.254786], [-2.506457, -0.722534, 4.537609], [-3.478143, -0.534121, 5.582225], [-3.754632, -1.650475, 6.552809], [-4.777868, -1.266126, 5.521620], [-1.152048, -0.664873, 4.837794], [-0.706166, -0.547142, 6.159245], [0.647689, -0.493986, 6.445147], [1.040435, -0.378073, 7.810407], [2.390726, -0.719689, 8.233194], [2.414084, -0.725344, 9.769503], [1.005386, -0.926075, 10.252667], [0.171834, 0.300919, 9.959293], [0.541552, 0.772787, 8.548234], [-2.674935, -1.217624, 0.828485], [-3.876785, -1.170048, 0.679366], [-1.792446, -1.472699, -0.071478], [1.849159, -0.756352, 3.272280], [-3.961414, -0.929971, 3.083240], [-3.502686, 0.476959, 5.975956], [-3.936320, -1.391821, 7.585971], [-3.226145, -2.578191, 6.382782], [-5.656395, -0.724369, 5.838439], [-4.939067, -1.960578, 4.711010], [-1.420521, -0.528900, 6.967721], [3.155669, -0.019871, 7.883751], [2.641820, -1.707444, 7.848063], [2.735711, 0.222287, 10.199790], [3.030890, -1.523264, 10.177832], [0.977962, -1.157540, 11.245672], [0.598350, -1.704305, 9.727750], [0.399378, 1.029133, 10.736000], [-0.867988, -0.008437, 10.048197], [1.288050, 1.576215, 8.587142], [-0.342261, 1.180828, 8.064273]],
  "forces_ev_per_a": [[0.2, 0.4, 1.1], [-0.2, -0.1, -0.3], [0.0, 0.2, 0.0], [0.1, 0.0, 0.0], [-0.1, 0.0, 0.0], [-0.1, 0.0, 0.0], [0.1, 0.1, 0.0], [0.0, -0.1, 0.0], [0.1, 0.1, -0.1], [0.1, -0.4, -0.2], [0.1, -0.1, 0.0], [-0.1, 0.0, 0.0], [0.0, 0.1, 0.0], [0.0, 0.0, 0.0], [0.0, 0.0, 0.0], [0.0, 0.0, 0.0], [0.0, 0.0, 0.0], [0.0, 0.0, 0.0], [0.0, 0.0, 0.0], [0.0, 0.0, 0.0], [0.0, 0.0, 0.0], [0.0, 0.1, -0.1], [-0.1, 0.1, 0.1], [0.0, 0.0, -0.1], [-0.2, -0.1, 0.2], [-0.1, -0.1, -0.1], [0.2, 0.2, 0.2], [-0.2, 0.2, -0.1], [0.2, -0.1, 0.2], [-0.2, 0.0, 0.1], [0.0, 0.0, -0.1], [0.0, 0.0, 0.1], [-0.1, 0.0, 0.0], [0.1, 0.0, -0.2], [0.0, -0.1, 0.1], [-0.1, 0.1, -0.1], [0.1, 0.0, 0.0], [-0.1, -0.1, 0.2], [-0.1, 0.0, 0.0], [0.1, -0.2, 0.2], [-0.1, 0.1, 0.0], [0.2, 0.1, 0.1], [0.0, -0.1, 0.1], [-0.3, -0.1, -0.8], [0.0, 0.0, 0.0], [0.0, 0.0, -0.1], [0.0, 0.0, -0.1], [0.0, 0.0, 0.0], [0.0, 0.0, 0.0], [0.0, 0.0, 0.0], [0.0, 0.0, 0.0], [0.0, 0.0, 0.0], [0.0, 0.0, 0.0], [0.0, 0.0, 0.0], [0.1, 0.0, -0.1], [0.0, 0.0, -0.1], [0.0, 0.0, 0.0], [0.0, 0.0, 0.0], [0.0, 0.1, -0.1], [0.0, 0.1, -0.1], [0.0, 0.0, 0.0], [0.0, 0.0, 0.0]],
  "lowdin_charge": [0.12, -0.02, -0.29, 0.00, -0.08, -0.10, -0.05, -0.08, -0.21, 0.08, -0.06, -0.06, 0.13, 0.12, 0.10, 0.10, 0.10, 0.12, 0.11, 0.15, 0.06, -0.19, 0.10, -0.04, -0.24, 0.09, 0.00, 0.05, 0.01, -0.27, -0.09, -0.07, -0.11, 0.06, -0.14, -0.10, -0.13, -0.07, 0.05, -0.07, -0.13, -0.54, 0.09, 0.03, 0.15, 0.15, 0.16, 0.10, 0.11, 0.11, 0.11, 0.11, 0.13, 0.14, 0.14, 0.14, 0.19, 0.18, 0.14, 0.13, 0.14, 0.13],
  "e_lumo_ev": -3.36,
  "de_lowest_ev": 0.0000,
  "total_charge": 1,
  "orbital_gap_ev": 5.75
}

=====

# 3
{
  "formula": "CH3BCl2O2",
  "method": "ωB97M-V/def2-TZVPD",
  "symbols": ["O", "B", "O", "C", "Cl", "Cl", "H", "H", "H"],
  "positions_angstrom": [[-1.255289, 0.540483, 0.885183], [-0.325798, -0.167924, 0.175271], [-0.520812, -1.466139, -0.325727], [1.044586, 0.503760, -0.081364], [2.398261, -0.519565, 0.039803], [1.045890, 1.202552, -1.966911], [-2.016774, 0.076384, 1.183754], [-1.407341, -1.590629, -0.290867], [1.037276, 1.421078, 0.380858]],
  "forces_ev_per_a": [[1.3, 0.5, -0.4], [-0.7, -1.8, -0.7], [3.9, 2.5, 0.6], [-0.4, -0.2, -3.4], [0.7, -0.2, 0.5], [-0.4, -0.8, 1.8], [-1.0, -0.6, 0.3], [-4.3, -1.4, 0.0], [1.0, 1.9, 1.4]],
  "lowdin_charge": [0.20, -0.76, 0.16, -0.84, 0.69, 0.40, 0.10, 0.04, 0.02],
  "e_lumo_ev": 0.04,
  "de_lowest_ev": 0.7006,
  "smiles": "OB(O)C(Cl)Cl",
  "orbital_gap_ev": 10.74
}

=====

What did the first record say?
{
  "formula": "IPb",
  "method": "ωB97M-V/def2-TZVPD",
  "symbols": ["Pb", "I"],
  "positions_angstrom": [[-1.315859, -0.621941, 0.259778], [1.315859, 0.621941, -0.259778]],
  "forces_ev_per_a": [[-0.3, -0.2, 0.1], [0.3, 0.2, -0.1]],
  "lowdin_charge": [1.35, 0.65],
  "e_lumo_ev": [-12.35, -14.10],
  "spin_multiplicity": 2,
  "de_lowest_ev": 0.0000,
  "total_charge": 2,
  "orbital_gap_ev": [8.76, 6.64]
}